The following is a quantum chemistry calculation of a structure of composition C42H55AsKN22OSi3, from the OMol25 dataset.

Multiplicity: 1
Charge: -1
Lowest unoccupied orbital energy: 1.48 eV
Strongest force on any atom: 0.76 eV/Å
HOMO energy: -0.18699 Ha

CARTESIAN COORDINATES (ANGSTROEM)
K (-1.005, 0.780, -0.687)
C (2.282, -1.169, 4.016)
N (1.234, -0.960, 3.045)
C (0.830, 0.207, 2.524)
N (-0.195, 0.018, 1.729)
C (-0.388, -1.320, 1.793)
N (0.444, -1.963, 2.588)
C (3.563, -1.787, 3.496)
C (4.716, -1.602, 4.253)
C (5.919, -2.174, 3.871)
C (5.979, -2.949, 2.726)
C (4.830, -3.139, 1.965)
C (3.621, -2.551, 2.339)
C (4.923, -4.014, 0.798)
N (5.871, -4.840, 0.509)
N (5.496, -5.475, -0.662)
C (4.353, -4.984, -0.992)
O (3.919, -4.049, -0.106)
C (3.494, -5.314, -2.125)
C (3.649, -6.519, -2.798)
C (2.795, -6.819, -3.847)
C (1.793, -5.932, -4.214)
C (1.643, -4.721, -3.548)
C (0.544, -3.754, -3.946)
N (0.603, -2.533, -3.182)
C (0.179, -2.296, -1.934)
N (0.680, -1.163, -1.493)
C (1.408, -0.726, -2.551)
N (1.412, -1.533, -3.586)
C (2.506, -4.416, -2.507)
H (1.872, -1.779, 4.824)
H (2.509, -0.188, 4.436)
H (1.319, 1.143, 2.729)
H (-1.166, -1.834, 1.250)
H (4.669, -0.998, 5.152)
H (6.809, -2.015, 4.465)
H (6.902, -3.414, 2.412)
H (2.727, -2.707, 1.751)
H (4.425, -7.208, -2.495)
H (2.905, -7.756, -4.378)
H (1.123, -6.182, -5.029)
H (-0.440, -4.205, -3.806)
H (0.636, -3.470, -4.994)
H (-0.488, -2.957, -1.405)
H (1.917, 0.220, -2.562)
H (2.422, -3.474, -1.984)
N (-2.748, 2.860, -2.859)
C (-2.880, 1.493, -2.564)
N (-2.204, 0.542, -3.216)
N (-2.539, -0.593, -2.589)
N (-3.358, -0.322, -1.604)
N (-3.610, 0.994, -1.571)
C (-1.938, 3.666, -2.040)
N (-1.323, 4.745, -2.510)
N (-0.681, 5.242, -1.438)
N (-0.886, 4.483, -0.411)
N (-1.695, 3.453, -0.751)
H (-2.471, 2.991, -3.822)
C (-3.437, 4.887, 2.182)
Si (-4.608, 3.488, 1.747)
C (-6.118, 3.578, 2.876)
C (-5.210, 3.675, -0.013)
As (-3.390, 1.470, 1.957)
Si (-2.496, 1.719, 4.103)
C (-0.967, 2.813, 3.946)
C (-3.610, 2.514, 5.398)
C (-2.003, 0.039, 4.805)
Si (-5.062, -0.132, 2.245)
C (-6.291, 0.127, 0.853)
C (-4.233, -1.800, 1.983)
C (-5.966, -0.157, 3.898)
H (-3.932, 5.833, 1.941)
H (-2.522, 4.827, 1.589)
H (-3.177, 4.914, 3.243)
H (-6.593, 4.555, 2.737)
H (-5.877, 3.469, 3.933)
H (-6.856, 2.817, 2.611)
H (-5.296, 4.740, -0.247)
H (-6.197, 3.223, -0.137)
H (-4.536, 3.212, -0.732)
H (-1.212, 3.845, 4.206)
H (-0.575, 2.824, 2.929)
H (-0.177, 2.485, 4.628)
H (-3.860, 3.541, 5.127)
H (-3.061, 2.552, 6.347)
H (-4.537, 1.967, 5.573)
H (-1.457, -0.585, 4.097)
H (-2.883, -0.521, 5.131)
H (-1.372, 0.191, 5.687)
H (-5.761, 0.107, -0.103)
H (-6.810, 1.082, 0.935)
H (-7.044, -0.666, 0.859)
H (-3.790, -1.821, 0.984)
H (-4.974, -2.603, 2.042)
H (-3.457, -2.000, 2.726)
H (-6.668, 0.676, 3.982)
H (-5.289, -0.113, 4.752)
H (-6.539, -1.086, 3.977)
C (4.183, 0.080, -0.580)
C (3.338, 1.305, -0.690)
N (2.357, 1.632, 0.119)
C (1.847, 2.824, -0.353)
C (2.517, 3.211, -1.466)
N (3.485, 2.248, -1.680)
C (4.413, 2.255, -2.787)
N (4.082, 1.320, -3.840)
N (5.000, 0.397, -4.216)
N (4.556, -0.271, -5.208)
C (3.292, 0.185, -5.509)
C (2.371, -0.254, -6.464)
C (1.151, 0.373, -6.491)
C (0.840, 1.423, -5.601)
C (1.737, 1.881, -4.666)
C (2.978, 1.231, -4.640)
H (3.622, -0.803, -0.891)
H (4.483, -0.064, 0.458)
H (5.077, 0.140, -1.197)
H (1.016, 3.330, 0.114)
H (2.409, 4.073, -2.102)
H (5.417, 1.985, -2.463)
H (4.437, 3.271, -3.183)
H (2.614, -1.072, -7.128)
H (0.394, 0.055, -7.196)
H (-0.146, 1.867, -5.637)
H (1.467, 2.661, -3.969)


The following is a quantum chemistry calculation of a structure of composition C42H55N6O3PSnTe in a non-equilibrium geometry, from the OMol25 dataset.

Multiplicity: 1
ΔE to the lowest compared entry with this formula, charge and spin: 0.0000 eV
Lowest unoccupied orbital energy: 0.38 eV
Strongest force on any atom: 1.64 eV/Å
HOMO energy: -0.25822 Ha

CARTESIAN COORDINATES (ANGSTROEM)
Sn (1.139, 1.548, -0.250)
N (-0.913, 0.888, -0.966)
C (-1.769, 1.416, -1.932)
C (-2.010, 2.795, -1.917)
C (-2.820, 3.395, -2.865)
C (-3.461, 2.593, -3.803)
C (-3.276, 1.216, -3.782)
C (-2.408, 0.632, -2.882)
H (-1.511, 3.342, -1.133)
H (-2.976, 4.454, -2.818)
H (-4.123, 3.052, -4.521)
H (-3.765, 0.563, -4.501)
H (-2.222, -0.429, -2.920)
C (-7.727, -0.390, -1.790)
C (-6.356, -0.306, -1.175)
C (-5.902, 0.855, -0.587)
C (-4.617, 0.938, -0.043)
C (-4.221, 2.213, 0.638)
C (-3.754, -0.142, -0.160)
Te (-1.661, -0.270, 0.520)
N (0.480, 0.144, 1.078)
C (1.157, 0.125, 2.238)
O (2.091, 0.927, 2.446)
C (0.792, -0.924, 3.259)
C (1.238, -0.772, 4.575)
C (0.954, -1.780, 5.522)
C (0.233, -2.894, 5.144)
C (-0.158, -3.085, 3.816)
C (0.160, -2.110, 2.884)
C (-2.172, 0.617, 2.439)
C (-2.970, -0.163, 3.263)
C (-3.482, -1.492, 2.838)
C (-3.255, 0.256, 4.570)
C (-2.705, 1.429, 5.061)
C (-2.929, 1.835, 6.463)
C (-1.918, 2.193, 4.211)
C (-1.654, 1.799, 2.912)
C (-0.853, 2.748, 2.070)
C (-4.200, -1.331, -0.706)
C (-3.383, -2.592, -0.807)
C (-5.500, -1.406, -1.192)
H (-8.153, 0.605, -1.921)
H (-8.400, -0.964, -1.144)
H (-7.693, -0.863, -2.758)
H (-6.575, 1.709, -0.570)
H (-4.861, 3.029, 0.335)
H (-3.226, 2.498, 0.422)
H (-4.280, 2.139, 1.734)
H (1.781, 0.140, 4.804)
H (1.273, -1.654, 6.552)
H (0.011, -3.603, 5.945)
H (-0.642, -4.001, 3.511)
H (-0.122, -2.275, 1.846)
H (-2.669, -2.237, 2.837)
H (-3.980, -1.563, 1.872)
H (-4.232, -1.870, 3.539)
H (-3.926, -0.345, 5.177)
H (-3.771, 1.264, 6.884)
H (-3.187, 2.884, 6.543)
H (-2.051, 1.651, 7.075)
H (-1.506, 3.124, 4.558)
H (-1.109, 3.790, 2.285)
H (-1.014, 2.557, 1.008)
H (0.199, 2.613, 2.268)
H (-2.818, -2.666, -1.736)
H (-4.091, -3.417, -0.819)
H (-2.703, -2.788, 0.014)
H (-5.854, -2.338, -1.631)
O (2.223, 1.517, -3.260)
N (2.827, 2.314, -4.082)
C (2.144, 2.875, -5.118)
C (2.758, 3.714, -5.999)
C (4.107, 4.013, -5.884)
C (4.783, 3.430, -4.814)
C (4.132, 2.603, -3.919)
H (1.122, 2.518, -5.188)
H (2.132, 4.113, -6.793)
H (4.632, 4.665, -6.558)
H (5.835, 3.613, -4.677)
H (4.611, 2.097, -3.109)
C (2.842, -2.776, 1.040)
N (4.120, -2.252, 0.520)
C (5.287, -2.977, 1.056)
P (4.109, -1.209, -0.758)
O (3.195, -0.084, -0.556)
N (3.668, -2.149, -2.036)
C (3.869, -3.582, -2.125)
C (3.342, -1.514, -3.317)
N (5.670, -0.728, -0.988)
C (6.271, 0.143, 0.031)
C (6.659, -1.466, -1.792)
H (2.862, -2.799, 2.136)
H (2.676, -3.790, 0.696)
H (2.030, -2.154, 0.685)
H (5.372, -2.782, 2.111)
H (6.182, -2.738, 0.526)
H (5.117, -4.054, 0.926)
H (4.150, -3.994, -1.148)
H (4.592, -3.881, -2.904)
H (2.945, -4.098, -2.407)
H (3.138, -0.448, -3.185)
H (2.473, -1.966, -3.757)
H (4.160, -1.650, -4.043)
H (5.465, 0.672, 0.538)
H (6.945, 0.836, -0.456)
H (6.838, -0.420, 0.757)
H (6.168, -2.193, -2.418)
H (7.374, -1.958, -1.144)
H (7.208, -0.762, -2.418)


The following is a quantum chemistry calculation of a structure of composition C42H56BN10RuS4Si in a non-equilibrium geometry, from the OMol25 dataset.

Multiplicity: 2
ΔE to the lowest compared entry with this formula, charge and spin: 2.6938 eV
<S²>: 0.979
Lowest unoccupied orbital energy (spin up / spin down): -0.67 / -0.67 eV
Strongest force on any atom: 3.56 eV/Å
HOMO energy (spin up / spin down): -0.23855 / -0.24395 Ha

CARTESIAN COORDINATES (ANGSTROEM)
Ru (0.436, -0.039, -0.656)
C (-4.508, 2.164, 0.791)
C (-3.242, 2.615, 1.525)
C (-2.372, 3.385, 0.540)
C (-3.555, 3.525, 2.719)
N (-2.594, 1.415, 2.070)
C (-3.289, 0.552, 2.885)
C (-2.408, -0.316, 3.422)
N (-1.158, -0.001, 2.968)
B (0.125, -0.605, 3.594)
N (1.228, 0.456, 3.570)
C (1.081, 1.589, 4.323)
C (2.194, 2.338, 4.186)
N (3.051, 1.672, 3.343)
C (2.416, 0.536, 2.934)
S (2.933, -0.574, 1.787)
C (4.418, 2.084, 3.014)
C (5.390, 0.956, 3.374)
C (4.797, 3.327, 3.820)
C (4.508, 2.390, 1.520)
N (0.495, -1.970, 2.971)
C (1.145, -2.924, 3.704)
C (1.007, -4.116, 3.084)
N (0.256, -3.912, 1.951)
C (-0.010, -2.578, 1.887)
S (-0.884, -1.809, 0.651)
C (-0.337, -4.966, 1.117)
C (-1.864, -4.901, 1.252)
C (0.139, -6.335, 1.601)
C (0.066, -4.809, -0.351)
C (-1.289, 1.038, 2.115)
S (-0.012, 1.691, 1.218)
H (-4.940, 2.999, 0.248)
H (-5.262, 1.773, 1.468)
H (-4.244, 1.390, 0.073)
H (-2.962, 4.189, 0.105)
H (-2.033, 2.743, -0.266)
H (-1.507, 3.825, 1.027)
H (-3.993, 4.454, 2.368)
H (-2.632, 3.760, 3.247)
H (-4.243, 3.055, 3.418)
H (-4.347, 0.613, 3.019)
H (-2.565, -1.134, 4.094)
H (-0.134, -0.828, 4.744)
H (0.189, 1.764, 4.888)
H (2.411, 3.294, 4.604)
H (5.313, 0.700, 4.429)
H (6.408, 1.275, 3.164)
H (5.171, 0.075, 2.778)
H (4.720, 3.145, 4.889)
H (4.182, 4.182, 3.554)
H (5.830, 3.583, 3.600)
H (4.324, 1.486, 0.948)
H (5.497, 2.767, 1.272)
H (3.762, 3.129, 1.231)
H (1.653, -2.678, 4.613)
H (1.384, -5.071, 3.378)
H (-2.172, -4.995, 2.292)
H (-2.311, -5.717, 0.688)
H (-2.248, -3.965, 0.858)
H (-0.211, -6.547, 2.607)
H (1.222, -6.412, 1.571)
H (-0.268, -7.088, 0.933)
H (-0.134, -3.805, -0.712)
H (-0.509, -5.509, -0.952)
H (1.122, -5.020, -0.488)
N (2.911, 3.366, -2.435)
C (1.912, 2.542, -1.998)
S (2.406, 1.337, -0.811)
N (0.721, 2.646, -2.459)
N (-0.188, 1.745, -2.111)
C (-1.453, 1.917, -2.529)
C (-1.886, 3.121, -3.239)
C (-2.694, 3.010, -4.375)
C (-3.155, 4.132, -5.032)
C (-2.795, 5.397, -4.596)
C (-1.954, 5.518, -3.500)
C (-1.503, 4.399, -2.826)
C (-2.344, 0.844, -2.293)
C (-3.746, 0.950, -2.490)
C (-4.543, -0.150, -2.342)
C (-3.945, -1.373, -2.002)
C (-2.587, -1.388, -1.746)
N (-1.801, -0.327, -1.831)
H (3.706, 3.430, -1.820)
H (2.616, 4.215, -2.888)
H (-2.944, 2.027, -4.750)
H (-3.795, 4.018, -5.895)
H (-3.162, 6.278, -5.107)
H (-1.650, 6.498, -3.163)
H (-0.865, 4.513, -1.963)
H (-4.162, 1.917, -2.734)
H (-5.614, -0.083, -2.487)
H (-4.520, -2.281, -1.912)
H (-2.113, -2.319, -1.463)
C (2.845, -2.750, -0.556)
Si (1.999, -1.513, -1.776)
C (3.483, -0.828, -2.819)
C (1.120, -2.533, -3.156)
C (0.051, -2.040, -3.892)
C (-0.475, -2.760, -4.949)
C (0.079, -3.976, -5.310)
C (1.168, -4.467, -4.607)
C (1.672, -3.748, -3.539)
H (3.120, -3.655, -1.087)
H (2.217, -3.015, 0.287)
H (3.750, -2.304, -0.161)
H (3.995, -1.661, -3.294)
H (4.199, -0.294, -2.202)
H (3.138, -0.151, -3.597)
H (-0.359, -1.074, -3.628)
H (-1.321, -2.370, -5.496)
H (-0.323, -4.529, -6.145)
H (1.623, -5.407, -4.891)
H (2.528, -4.132, -3.006)


The following is a quantum chemistry calculation of a structure of composition C42H56BN10RuS4Si, from the OMol25 dataset.

Multiplicity: 2
ΔE to the lowest compared entry with this formula, charge and spin: 0.4592 eV
<S²>: 0.760
Lowest unoccupied orbital energy (spin up / spin down): 0.05 / -0.09 eV
Strongest force on any atom: 0.86 eV/Å
HOMO energy (spin up / spin down): -0.21958 / -0.24438 Ha

CARTESIAN COORDINATES (ANGSTROEM)
Ru (-0.785, 0.021, 0.206)
C (-2.084, 1.451, -4.022)
C (-1.534, 0.292, -4.841)
C (-2.537, -0.862, -4.782)
C (-1.321, 0.771, -6.278)
N (-0.221, -0.241, -4.345)
C (0.386, -1.275, -5.047)
C (1.466, -1.653, -4.349)
N (1.530, -0.872, -3.213)
B (2.545, -1.272, -2.117)
N (2.175, -2.586, -1.408)
C (3.166, -3.455, -0.998)
C (2.577, -4.467, -0.344)
N (1.208, -4.225, -0.354)
C (0.974, -3.058, -1.016)
S (-0.523, -2.294, -1.322)
C (0.303, -5.151, 0.403)
C (-1.163, -4.736, 0.404)
C (0.796, -5.172, 1.854)
C (0.426, -6.533, -0.237)
N (2.891, -0.175, -1.046)
C (3.948, 0.669, -1.325)
C (4.478, 1.081, -0.163)
N (3.722, 0.517, 0.860)
C (2.713, -0.214, 0.286)
S (1.360, -0.901, 1.153)
C (4.237, 0.364, 2.271)
C (3.344, 1.060, 3.287)
C (4.338, -1.130, 2.580)
C (5.632, 0.980, 2.351)
C (0.495, -0.003, -3.216)
S (0.213, 1.153, -1.981)
H (-3.028, 1.743, -4.489)
H (-1.413, 2.308, -4.024)
H (-2.286, 1.176, -2.990)
H (-3.520, -0.501, -5.087)
H (-2.608, -1.242, -3.761)
H (-2.258, -1.687, -5.438)
H (-2.249, 1.204, -6.650)
H (-1.036, -0.037, -6.951)
H (-0.545, 1.538, -6.309)
H (-0.003, -1.648, -5.974)
H (2.188, -2.425, -4.545)
H (3.595, -1.509, -2.676)
H (4.204, -3.268, -1.205)
H (3.007, -5.335, 0.118)
H (-1.315, -3.758, 0.855)
H (-1.689, -5.483, 1.003)
H (-1.593, -4.712, -0.594)
H (0.844, -4.153, 2.245)
H (1.783, -5.625, 1.953)
H (0.098, -5.746, 2.463)
H (0.109, -6.494, -1.280)
H (-0.219, -7.236, 0.293)
H (1.446, -6.917, -0.198)
H (4.243, 0.878, -2.338)
H (5.307, 1.736, 0.020)
H (2.330, 0.671, 3.268)
H (3.326, 2.137, 3.121)
H (3.744, 0.883, 4.286)
H (3.352, -1.586, 2.670)
H (4.871, -1.263, 3.522)
H (4.889, -1.648, 1.791)
H (5.612, 2.060, 2.187)
H (6.326, 0.525, 1.644)
H (6.012, 0.807, 3.357)
N (-5.050, -0.860, -1.224)
C (-3.888, -0.396, -0.669)
S (-2.909, -1.459, 0.184)
N (-3.655, 0.887, -0.885)
N (-2.468, 1.283, -0.356)
C (-2.225, 2.549, -0.412)
C (-3.062, 3.573, -1.097)
C (-2.470, 4.331, -2.103)
C (-3.204, 5.281, -2.801)
C (-4.539, 5.490, -2.487)
C (-5.133, 4.743, -1.477)
C (-4.403, 3.785, -0.790)
C (-0.986, 2.950, 0.263)
C (-0.640, 4.279, 0.464)
C (0.540, 4.579, 1.116)
C (1.333, 3.542, 1.569)
C (0.903, 2.242, 1.379)
N (-0.235, 1.945, 0.740)
H (-5.409, -1.723, -0.851)
H (-5.728, -0.156, -1.470)
H (-1.431, 4.152, -2.360)
H (-2.731, 5.853, -3.589)
H (-5.116, 6.230, -3.028)
H (-6.174, 4.902, -1.228)
H (-4.870, 3.199, -0.011)
H (-1.295, 5.058, 0.105)
H (0.830, 5.610, 1.272)
H (2.260, 3.730, 2.089)
H (1.446, 1.397, 1.755)
C (-1.778, -1.855, 3.121)
Si (-1.554, -0.104, 2.475)
C (-3.156, 0.838, 2.721)
C (-0.427, 0.656, 3.806)
C (0.342, -0.150, 4.655)
C (1.034, 0.378, 5.738)
C (0.997, 1.743, 5.989)
C (0.256, 2.570, 5.157)
C (-0.453, 2.026, 4.092)
H (-1.879, -1.858, 4.211)
H (-0.918, -2.481, 2.861)
H (-2.667, -2.313, 2.690)
H (-3.374, 0.920, 3.790)
H (-3.979, 0.317, 2.228)
H (-3.107, 1.851, 2.309)
H (0.388, -1.219, 4.479)
H (1.605, -0.277, 6.386)
H (1.536, 2.159, 6.832)
H (0.213, 3.636, 5.349)
H (-1.056, 2.689, 3.477)